[1]
Below is a molecular structure, C12H17NO4, with properties calculated with ωB97M-V with the def2-TZVPD basis set.

Energy relative to the best compared isomer or geometry (same formula, charge and spin)   1182.2 kJ/mol
LUMO   0.48 eV
E_tot   -22389.6953 eV
Total charge   0
Gap between HOMO and LUMO   8.7712 eV

Geometry (Å):
1 C -3.094 -2.316 -0.878
2 C -2.843 -0.833 -1.226
3 H -3.807 -0.232 -1.155
4 H -2.519 -0.667 -2.238
5 O -2.051 -0.406 -0.460
6 C -2.599 0.013 0.949
7 O -3.783 -0.145 1.400
8 C -1.462 0.655 1.670
9 C -0.430 1.354 0.923
10 C 0.876 0.738 0.605
11 N 1.441 1.941 -0.090
12 C 0.649 2.962 -0.280
13 C -0.397 2.455 0.399
14 H -1.200 3.424 0.678
15 C 1.211 4.063 -1.026
16 H 0.379 4.810 -0.754
17 H 1.492 3.682 -1.884
18 H 2.083 4.428 -0.350
19 H 2.514 1.709 -0.580
20 C 1.364 -0.479 0.988
21 O 0.829 -1.403 1.439
22 O 2.494 -0.567 0.442
23 C 3.253 -1.806 0.512
24 C 2.689 -2.901 -0.370
25 H 2.884 -2.418 -1.803
26 H 3.386 -3.857 -0.431
27 H 1.706 -3.325 -0.374
28 H 4.359 -1.555 0.277
29 H 3.005 -2.309 1.589
30 H -1.862 1.253 2.605
31 H -0.996 -0.122 2.247
32 H -3.818 -2.783 -1.846
33 H -2.141 -2.758 -0.971
34 H -3.611 -2.605 -0.006

***

[2]
Below is a gas-phase ion, C12H17O2 (charge +1), with properties calculated with ωB97M-V with the def2-TZVPD basis set.

Energy relative to the best compared isomer or geometry (same formula, charge and spin)   296.0 kJ/mol
LUMO   -5.18 eV
E_tot   -16801.8507 eV
Total charge   +1
Gap between HOMO and LUMO   8.1567 eV

Geometry (Å):
1 C 4.098 0.175 -1.177
2 C 3.570 -1.154 -0.582
3 C 3.495 1.336 -1.040
4 C 2.519 -1.160 0.239
5 C 1.657 0.708 0.213
6 C 0.260 2.233 1.403
7 C 0.608 0.961 1.171
8 C -4.102 0.297 -1.276
9 C -0.104 -0.330 1.664
10 C -3.189 -0.775 -0.776
11 C -0.924 -0.887 0.530
12 C -2.138 -0.074 0.102
13 O 2.305 1.503 -0.434
14 O 1.763 -2.178 0.714
15 H 5.047 0.173 -1.761
16 H 4.271 -2.053 -0.690
17 H 3.855 2.320 -1.375
18 H -0.439 2.595 2.096
19 H 0.887 3.015 0.915
20 H -3.425 1.016 -1.810
21 H -4.568 1.106 -0.503
22 H -5.006 -0.032 -1.866
23 H -0.552 -0.133 2.618
24 H 0.743 -1.083 1.872
25 H -3.711 -1.497 -0.015
26 H -2.777 -1.186 -1.641
27 H -1.235 -1.820 0.898
28 H -0.264 -1.143 -0.408
29 H -2.595 0.218 1.025
30 H -1.774 0.841 -0.408
31 H 1.724 -2.990 0.301

***

[3]
Below is a molecular structure, C12H18AlO6, with properties calculated with ωB97M-V with the def2-TZVPD basis set.

Energy relative to the best compared isomer or geometry (same formula, charge and spin)   145.3 kJ/mol
LUMO   -16.22 eV
E_tot   -31581.6922 eV
Total charge   +3
Gap between HOMO and LUMO   1.7428 eV

Geometry (Å):
1 Al -3.918 -2.700 1.160
2 O -0.490 0.376 -0.591
3 C 0.494 1.026 -0.891
4 O 0.953 1.088 -2.162
5 C 2.176 1.811 -2.210
6 C 2.582 2.058 -0.712
7 C 1.277 1.909 0.047
8 H 2.108 2.743 -2.770
9 H 3.001 1.319 -2.724
10 H 3.026 3.041 -0.556
11 H 3.430 1.425 -0.450
12 H 0.740 2.855 0.114
13 H 1.336 1.509 1.059
14 O -2.319 -2.949 -3.444
15 C -1.918 -2.577 -4.511
16 O -0.732 -2.968 -4.957
17 C -0.349 -2.457 -6.205
18 C -1.261 -1.251 -6.362
19 C -2.346 -1.372 -5.333
20 H -0.501 -3.325 -6.847
21 H 0.713 -2.213 -6.183
22 H -1.626 -1.229 -7.389
23 H -0.816 -0.278 -6.154
24 H -3.357 -1.629 -5.649
25 H -2.273 -0.510 -4.670
26 O -1.611 -0.145 4.490
27 C -0.810 0.213 5.393
28 O -0.022 1.292 5.353
29 C 0.751 1.423 6.552
30 C 0.666 0.061 7.218
31 C -0.718 -0.425 6.758
32 H 0.343 2.146 7.257
33 H 1.799 1.658 6.361
34 H 0.686 0.269 8.288
35 H 1.434 -0.621 6.853
36 H -1.636 -0.069 7.226
37 H -0.812 -1.505 6.642

***

[4]
Below is 2 unconnected molecules or ions with the total composition C12H18BCl4N3O, with properties calculated with ωB97M-V with the def2-TZVPD basis set.

Energy relative to the best compared isomer or geometry (same formula, charge and spin)   0.0 kJ/mol
LUMO   -1.69 eV
E_tot   -70023.2696 eV
Total charge   0
Gap between HOMO and LUMO   6.8098 eV

Geometry (Å):
1 Cl 2.406 3.608 1.847
2 B 1.681 2.134 1.034
3 Cl 2.737 1.464 -0.341
4 Cl 1.369 0.704 2.240
5 O 0.310 2.556 0.517
6 C -0.629 1.708 0.319
7 C -2.001 2.063 0.491
8 C -2.979 1.038 0.459
9 C -4.317 1.333 0.690
10 C -4.695 2.668 0.929
11 Cl -6.341 3.044 1.197
12 C -3.738 3.702 0.925
13 C -2.399 3.405 0.723
14 H -0.359 0.676 0.077
15 H -2.637 0.023 0.265
16 H -5.075 0.552 0.703
17 H -4.052 4.728 1.099
18 H -1.636 4.180 0.752
19 C 2.622 -2.037 -2.310
20 N 1.527 -1.285 -1.744
21 C 0.953 -0.264 -2.579
22 C 0.876 -1.643 -0.610
23 N -0.291 -1.113 -0.338
24 N 1.510 -2.580 0.201
25 C 2.870 -2.315 0.665
26 C 0.694 -3.231 1.211
27 H 2.580 -3.082 -1.985
28 H 2.525 -1.994 -3.403
29 H 3.600 -1.607 -2.046
30 H 0.178 0.229 -1.997
31 H 1.716 0.464 -2.867
32 H 0.514 -0.703 -3.482
33 H -0.635 -1.472 0.553
34 H 3.332 -1.480 0.129
35 H 2.848 -2.053 1.733
36 H 3.469 -3.230 0.561
37 H -0.317 -3.357 0.811
38 H 1.128 -4.209 1.440
39 H 0.658 -2.624 2.131

***

[5]
Below is a molecular structure, C12H18CaN3O13, with properties calculated with ωB97M-V with the def2-TZVPD basis set.

Energy relative to the best compared isomer or geometry (same formula, charge and spin)   146.0 kJ/mol
LUMO   2.07 eV
E_tot   -62258.0578 eV
Total charge   -1
Gap between HOMO and LUMO   5.5284 eV

Geometry (Å):
1 Ca -0.099 0.200 1.248
2 O -1.664 0.381 2.822
3 H -2.306 -0.336 2.991
4 N 0.903 2.723 3.263
5 O 1.894 3.197 3.766
6 O 1.008 1.924 2.376
7 O -0.239 2.979 3.593
8 N -2.051 2.785 0.370
9 O -2.578 3.482 -0.479
10 O -1.236 1.974 0.032
11 O -2.375 2.804 1.528
12 C 4.195 3.641 -2.294
13 C 3.350 2.478 -2.614
14 C 4.137 1.182 -2.420
15 O 3.413 0.466 -1.470
16 C 2.271 1.147 -1.201
17 O 1.324 0.734 -0.530
18 O 2.141 2.316 -1.806
19 H 5.132 3.664 -2.851
20 H 4.524 3.845 -1.274
21 H 3.737 4.608 -2.502
22 H 3.012 2.625 -3.640
23 H 5.197 1.226 -2.170
24 H 4.002 0.503 -3.262
25 C -4.827 -2.655 -2.623
26 C -4.437 -2.363 -1.206
27 C -3.743 -3.497 -0.410
28 O -2.463 -2.989 -0.142
29 C -2.298 -1.759 -0.589
30 O -1.231 -1.102 -0.454
31 O -3.406 -1.391 -1.217
32 H -5.793 -3.135 -2.779
33 H -4.084 -3.272 -3.129
34 H -4.924 -1.705 -3.150
35 H -5.356 -1.986 -0.759
36 H -3.796 -4.457 -0.925
37 H -4.321 -3.526 0.513
38 N 0.577 -1.868 3.225
39 C 1.597 -0.954 3.252
40 C 2.210 -1.031 1.969
41 C 1.523 -1.939 1.193
42 C 0.494 -2.444 1.996
43 H 0.037 -2.055 4.057
44 H 1.834 -0.333 4.102
45 H 3.080 -0.504 1.605
46 H 1.810 -2.322 0.224
47 H -0.177 -3.260 1.771

***

[6]
Below is 5 unconnected molecules or ions with the total composition C12H18Cl16FNO3S, with properties calculated with ωB97M-V with the def2-TZVPD basis set.

LUMO   0.17 eV
E_tot   -234277.9922 eV
Total charge   0
Gap between HOMO and LUMO   10.0646 eV
Structure (SMILES)   COCCCCCCCNS(=O)(=O)F.ClC(Cl)(Cl)Cl.ClC(Cl)(Cl)Cl.ClC(Cl)(Cl)Cl.ClC(Cl)(Cl)Cl

Geometry (Å):
1 C -5.371 2.893 2.158
2 O -6.484 2.123 1.761
3 C -6.148 0.985 0.993
4 C -5.747 1.318 -0.440
5 C -5.253 0.098 -1.220
6 C -3.843 -0.448 -0.884
7 C -2.919 0.449 -0.059
8 C -1.497 -0.129 0.033
9 C -0.427 0.948 -0.092
10 N 0.860 0.382 0.384
11 S 2.203 1.299 0.134
12 O 1.859 2.604 -0.308
13 O 3.211 0.532 -0.497
14 F 2.668 1.435 1.638
15 H -5.025 3.566 1.366
16 H -5.680 3.492 3.013
17 H -4.534 2.252 2.460
18 H -5.364 0.412 1.506
19 H -7.047 0.365 0.979
20 H -6.641 1.707 -0.936
21 H -5.013 2.126 -0.461
22 H -5.993 -0.697 -1.090
23 H -5.274 0.346 -2.283
24 H -3.927 -1.423 -0.395
25 H -3.319 -0.643 -1.825
26 H -2.875 1.442 -0.519
27 H -3.314 0.587 0.948
28 H -1.366 -0.649 0.987
29 H -1.349 -0.869 -0.754
30 H -0.297 1.235 -1.135
31 H -0.697 1.845 0.471
32 H 0.795 0.202 1.381
33 Cl 5.182 4.925 4.976
34 C 5.435 3.838 3.608
35 Cl 4.189 4.113 2.391
36 Cl 7.027 4.133 2.903
37 Cl 5.345 2.161 4.166
38 Cl -1.478 -3.995 -0.966
39 C 0.279 -4.215 -0.954
40 Cl 0.809 -4.765 -2.547
41 Cl 1.059 -2.683 -0.566
42 Cl 0.706 -5.424 0.262
43 Cl 6.228 0.193 1.246
44 C 6.700 -1.239 0.329
45 Cl 5.714 -1.392 -1.118
46 Cl 8.405 -1.101 -0.135
47 Cl 6.490 -2.676 1.341
48 Cl 7.044 -4.408 -6.025
49 C 6.431 -4.452 -4.369
50 Cl 6.383 -6.126 -3.804
51 Cl 7.480 -3.503 -3.319
52 Cl 4.797 -3.774 -4.328